Entry 1:
123
Properties=species:S:1:pos:R:3 method="wB97M-V/def2-TZVPD" e_above_lowest_ev=8.7921 charge=+1 e_tot_ev=-68400.18973 orbital_gap_ev=1.6 e_lumo_ev=-9.0523
Be 13.818 -5.502 -6.667
C 7.887 -4.735 -2.230
C 7.921 -5.180 -3.720
O 9.204 -5.141 -4.281
H 8.646 -5.185 -1.591
H 6.933 -5.039 -1.800
H 7.791 -3.656 -2.108
H 7.224 -4.508 -4.220
H 7.656 -6.237 -3.738
N 14.036 -10.564 -5.839
C 15.119 -11.247 -6.205
C 15.244 -12.643 -6.039
C 14.182 -13.339 -5.425
C 13.021 -12.671 -5.016
C 12.984 -11.256 -5.285
H 15.936 -10.715 -6.670
H 16.145 -13.172 -6.310
H 14.284 -14.389 -5.194
H 12.197 -13.163 -4.520
H 12.114 -10.654 -5.068
N 15.604 -5.094 -1.804
C 16.809 -5.665 -1.663
C 17.513 -5.675 -0.447
C 16.952 -5.027 0.645
C 15.709 -4.418 0.515
C 15.108 -4.424 -0.743
H 17.228 -6.170 -2.521
H 18.431 -6.214 -0.263
H 17.451 -5.050 1.603
H 15.178 -3.916 1.310
H 14.158 -3.929 -0.881
N 13.997 -0.470 -5.066
C 15.179 0.120 -4.992
C 15.427 1.315 -4.331
C 14.407 1.978 -3.639
C 13.144 1.383 -3.698
C 12.985 0.230 -4.413
H 15.960 -0.422 -5.503
H 16.453 1.650 -4.382
H 14.544 2.854 -3.022
H 12.335 1.804 -3.119
H 11.950 -0.080 -4.428
N 4.682 -9.655 -11.785
C 5.307 -10.728 -11.273
C 5.832 -10.807 -9.995
C 5.757 -9.670 -9.157
C 5.186 -8.545 -9.723
C 4.654 -8.530 -11.003
H 5.292 -11.588 -11.926
H 6.331 -11.688 -9.619
H 6.233 -9.746 -8.191
H 5.106 -7.644 -9.134
H 4.251 -7.604 -11.384
C -0.175 -2.375 1.745
C 1.054 -1.466 1.585
O 1.980 -1.761 0.859
C 1.093 -0.229 2.467
H -0.361 -2.362 2.819
H 0.076 -3.383 1.416
H -1.090 -2.003 1.283
H 2.081 0.189 2.662
H 0.834 -0.586 3.463
H 0.343 0.539 2.276
C 11.177 -1.351 -12.060
C 10.802 -2.288 -11.017
O 11.647 -2.780 -10.300
C 9.350 -2.684 -10.788
H 10.287 -0.931 -12.527
H 11.876 -1.766 -12.787
H 11.684 -0.476 -11.652
H 8.585 -2.157 -11.359
H 9.099 -2.679 -9.728
H 9.274 -3.718 -11.125
C 4.630 0.753 -5.472
C 5.143 1.630 -4.338
O 6.388 1.746 -4.273
C 4.180 2.269 -3.301
H 4.694 1.300 -6.413
H 3.591 0.461 -5.319
H 5.202 -0.172 -5.541
H 4.047 1.508 -2.532
H 3.213 2.467 -3.764
H 4.647 3.138 -2.837
C 6.084 -6.366 3.751
C 5.621 -5.454 4.914
O 5.367 -5.973 5.971
C 5.489 -3.975 4.728
H 5.601 -6.079 2.817
H 5.880 -7.420 3.940
H 7.171 -6.374 3.673
H 6.249 -3.508 5.356
H 4.467 -3.663 4.942
H 5.734 -3.759 3.688
C 14.259 -10.304 1.674
C 12.906 -9.649 1.965
O 12.477 -9.456 3.100
C 12.088 -9.289 0.716
H 14.955 -10.283 2.512
H 14.710 -9.761 0.843
H 14.058 -11.351 1.448
H 12.706 -8.634 0.102
H 11.146 -8.822 1.005
H 11.888 -10.191 0.137
C 1.291 -4.777 -4.352
C 0.721 -6.068 -3.882
O -0.297 -6.217 -3.195
C 1.577 -7.322 -4.116
H 0.693 -3.925 -4.031
H 1.174 -4.790 -5.435
H 2.329 -4.798 -4.020
H 1.521 -7.494 -5.190
H 1.146 -8.096 -3.481
H 2.606 -7.201 -3.778
C 9.322 0.873 1.504
C 10.573 0.252 2.081
O 10.709 -0.934 2.259
C 11.758 1.175 2.425
H 8.996 1.692 2.145
H 8.450 0.220 1.467
H 9.469 1.166 0.465
H 12.369 1.109 1.525
H 12.368 0.702 3.195
H 11.460 2.195 2.668

=====

Entry 2:
125
Properties=species:S:1:pos:R:3 method="wB97M-V/def2-TZVPD" e_above_lowest_ev=0.6095 multiplicity=2 charge=+1 e_tot_ev=-143364.28414 orbital_gap_ev="5.2 / 6.4" e_lumo_ev="-3.1090 / -3.1090"
Rb 1.785 1.243 -0.271
C -1.225 -0.588 -2.011
C -1.250 0.909 -1.827
C -1.970 1.484 -0.782
C -1.945 2.852 -0.559
C -2.648 3.464 0.621
C -1.197 3.659 -1.413
C -0.478 3.122 -2.468
C 0.385 3.995 -3.342
C -0.516 1.741 -2.667
H -0.309 -0.902 -2.516
H -2.063 -0.931 -2.622
H -1.283 -1.094 -1.045
H -2.526 0.842 -0.105
H -1.907 3.889 1.301
H -3.229 2.717 1.166
H -3.320 4.265 0.310
H -1.147 4.726 -1.223
H 0.235 3.772 -4.399
H 1.445 3.840 -3.121
H 0.168 5.050 -3.183
H 0.076 1.295 -3.463
F -3.792 -2.807 2.530
C -3.394 -1.610 3.023
C -2.288 -0.998 2.504
C -1.849 0.218 3.025
C -0.658 0.862 2.404
O -0.070 0.268 1.499
C -0.304 2.136 2.984
C -0.997 2.591 4.053
N -2.105 2.006 4.599
C -2.780 2.633 5.708
C -2.963 4.116 5.688
C -4.147 3.220 5.485
C -2.550 0.807 4.088
C -3.693 0.169 4.587
C -4.126 -1.033 4.061
N -5.298 -1.639 4.601
C -5.216 -2.292 5.893
C -6.506 -1.954 6.659
N -7.567 -1.628 5.640
C -7.518 -2.586 4.486
C -6.214 -2.328 3.707
C 0.770 3.111 2.446
O 1.353 3.785 3.302
O 0.852 3.140 1.195
H -1.726 -1.444 1.693
H -0.663 3.509 4.518
H -2.577 2.166 6.666
H -2.594 4.652 4.825
H -2.861 4.639 6.627
H -4.543 3.151 4.481
H -4.873 3.135 6.283
H -4.273 0.620 5.380
H -4.356 -1.918 6.442
H -5.102 -3.379 5.795
H -6.386 -1.072 7.285
H -6.872 -2.780 7.267
H -7.370 -0.694 5.278
H -8.488 -1.623 6.074
H -8.404 -2.444 3.872
H -7.548 -3.586 4.914
H -6.394 -1.693 2.840
H -5.840 -3.289 3.343
O 3.890 -0.886 -0.598
C 5.013 -1.073 0.264
C 4.642 -1.779 1.556
C 3.588 -1.042 2.393
C 4.034 0.331 2.822
C 4.709 0.522 4.020
C 5.113 1.800 4.373
C 4.819 2.851 3.525
C 4.143 2.574 2.349
N 3.770 1.346 1.990
H 3.580 -1.746 -0.903
H 5.392 -0.073 0.468
H 5.799 -1.634 -0.251
H 5.555 -1.911 2.145
H 4.271 -2.783 1.321
H 3.368 -1.639 3.280
H 2.660 -0.951 1.826
H 4.903 -0.323 4.669
H 5.634 1.971 5.307
H 5.081 3.870 3.770
H 3.862 3.378 1.679
C -0.065 -3.924 -3.653
Si 1.750 -3.502 -3.842
C 2.594 -3.788 -2.185
C 2.501 -4.627 -5.140
Ge 2.057 -1.245 -4.485
Si 4.297 -0.460 -4.633
C 5.467 -1.645 -3.775
C 4.745 -0.329 -6.451
C 4.452 1.229 -3.840
Si 0.630 -0.395 -6.182
C 1.122 1.370 -6.582
C 0.865 -1.443 -7.722
C -1.183 -0.440 -5.712
H -0.173 -4.976 -3.375
H -0.613 -3.768 -4.585
H -0.538 -3.319 -2.877
H 2.621 -4.849 -1.925
H 2.040 -3.265 -1.399
H 3.627 -3.428 -2.201
H 2.395 -5.681 -4.868
H 3.566 -4.419 -5.271
H 2.011 -4.476 -6.104
H 5.302 -2.679 -4.086
H 5.322 -1.576 -2.694
H 6.507 -1.395 -3.997
H 4.582 -1.274 -6.973
H 5.795 -0.052 -6.579
H 4.139 0.437 -6.941
H 4.209 1.166 -2.776
H 3.790 1.960 -4.309
H 5.479 1.597 -3.926
H 2.068 1.386 -7.128
H 1.248 1.972 -5.681
H 0.368 1.854 -7.209
H 1.908 -1.435 -8.042
H 0.257 -1.057 -8.545
H 0.571 -2.481 -7.549
H -1.401 0.186 -4.845
H -1.522 -1.456 -5.499
H -1.770 -0.061 -6.554

=====

Entry 3:
121
Properties=species:S:1:pos:R:3 method="wB97M-V/def2-TZVPD" e_above_lowest_ev=1.2866 multiplicity=3 charge=+2 e_tot_ev=-137521.51862 orbital_gap_ev="7.3 / 6.4" e_lumo_ev="-5.0518 / -5.0543"
Mn -2.313 1.228 -0.958
C -3.004 2.882 -3.958
C -2.099 1.679 -4.214
S -0.839 1.355 -2.953
C 0.000 2.973 -2.854
C 0.164 3.508 -1.435
S -1.108 3.051 -0.205
C -2.245 4.458 -0.341
C -2.913 4.592 -1.699
S -3.661 3.022 -2.261
H -3.853 2.837 -4.641
H -2.491 3.817 -4.176
H -1.622 1.784 -5.190
H -2.676 0.753 -4.229
H -0.551 3.675 -3.475
H 0.985 2.856 -3.307
H 0.227 4.598 -1.446
H 1.103 3.153 -1.014
H -1.710 5.373 -0.083
H -2.988 4.281 0.438
H -2.203 4.933 -2.452
H -3.708 5.334 -1.640
C -5.547 0.446 -3.249
C -5.088 -0.841 -2.566
C -6.327 -1.653 -2.176
P -3.810 -0.592 -1.220
C -2.865 -2.201 -1.366
C -3.489 -3.524 -0.921
C -1.438 -2.094 -0.832
C -4.733 -0.410 0.395
C -5.553 0.886 0.355
C -5.587 -1.541 0.973
H -6.310 0.206 -3.990
H -4.737 0.945 -3.774
H -5.984 1.155 -2.546
H -4.530 -1.423 -3.309
H -7.033 -1.040 -1.618
H -6.111 -2.539 -1.587
H -6.834 -1.975 -3.086
H -2.780 -2.238 -2.460
H -3.569 -3.589 0.163
H -2.841 -4.343 -1.239
H -4.469 -3.705 -1.353
H -1.392 -2.245 0.244
H -0.977 -1.126 -1.050
H -0.827 -2.872 -1.291
H -3.907 -0.221 1.102
H -6.397 0.805 -0.328
H -4.958 1.752 0.053
H -5.957 1.086 1.348
H -6.584 -1.541 0.538
H -5.708 -1.380 2.045
H -5.162 -2.529 0.834
C 0.748 1.473 2.485
C 0.225 0.694 1.320
O -1.028 0.213 1.438
N 0.771 0.488 0.189
Te 2.459 0.646 -0.835
C 4.300 1.527 -0.168
C 4.449 2.587 0.722
C 3.308 3.302 1.372
C 5.737 3.037 1.001
C 6.856 2.486 0.398
C 8.234 2.995 0.697
C 6.659 1.479 -0.541
C 5.401 0.985 -0.852
C 5.310 -0.081 -1.912
C 2.968 -1.356 -0.515
C 3.607 -1.770 0.650
C 3.827 -0.906 1.858
C 4.056 -3.088 0.695
C 3.871 -3.971 -0.360
C 4.383 -5.378 -0.293
C 3.198 -3.517 -1.494
C 2.747 -2.211 -1.602
C 2.098 -1.756 -2.881
H 0.195 1.266 3.392
H 0.626 2.533 2.265
H 1.797 1.253 2.660
H 2.357 3.043 0.914
H 3.438 4.380 1.281
H 3.246 3.070 2.435
H 5.859 3.855 1.699
H 8.253 3.571 1.618
H 8.582 3.640 -0.111
H 8.943 2.174 0.787
H 7.516 1.068 -1.061
H 6.205 -0.051 -2.529
H 4.463 0.061 -2.593
H 5.231 -1.080 -1.483
H 3.616 -1.480 2.760
H 4.861 -0.559 1.910
H 3.184 -0.025 1.871
H 4.556 -3.432 1.593
H 4.690 -5.644 0.716
H 5.245 -5.499 -0.951
H 3.622 -6.085 -0.623
H 3.033 -4.198 -2.319
H 1.794 -2.618 -3.471
H 2.792 -1.174 -3.493
H 1.208 -1.147 -2.708
C -2.451 0.707 3.900
Si -1.556 -0.581 2.904
C -2.664 -1.996 2.415
C -0.046 -1.288 3.734
C 0.746 -2.225 3.061
C 1.777 -2.883 3.711
C 2.036 -2.615 5.048
C 1.266 -1.686 5.731
C 0.231 -1.031 5.078
H -1.789 1.370 4.456
H -3.121 0.233 4.618
H -3.064 1.328 3.242
H -3.548 -2.005 3.054
H -2.133 -2.935 2.573
H -3.006 -1.972 1.381
H 0.550 -2.459 2.018
H 2.366 -3.621 3.180
H 2.831 -3.138 5.561
H 1.462 -1.480 6.774
H -0.370 -0.320 5.632

=====

Entry 4:
125
Properties=species:S:1:pos:R:3 method="wB97M-V/def2-TZVPD" e_above_lowest_ev=0.7259 charge=-2 e_tot_ev=-84945.09358 orbital_gap_ev=5.8 e_lumo_ev=3.8212
Rb -1.354 1.193 -0.366
O -4.226 3.963 1.025
Cl -3.302 3.530 0.016
O -3.279 4.446 -1.095
O -1.963 3.418 0.579
O -3.695 2.205 -0.468
C -1.303 -4.138 3.411
C -1.137 -4.217 1.890
C -1.844 -3.047 1.204
C 0.312 -4.504 1.502
C 0.706 -5.839 1.608
C 1.984 -6.266 1.301
C 2.898 -5.332 0.834
C 2.558 -3.993 0.695
C 3.604 -3.049 0.118
C 3.167 -2.387 -1.191
C 4.118 -2.012 1.119
C 1.267 -3.568 1.069
N 0.937 -2.225 0.847
C 0.738 -1.358 1.764
C 0.825 -1.405 3.212
C 1.514 -2.407 3.911
C 1.618 -2.405 5.283
C 1.004 -1.348 5.988
C 0.335 -0.341 5.350
C 0.199 -0.307 3.913
N -0.453 0.626 3.241
C -0.943 1.734 3.939
C -0.170 2.911 4.055
C -0.688 3.999 4.753
C -1.954 3.972 5.314
C -2.735 2.842 5.132
C -2.263 1.729 4.443
C -3.251 0.609 4.147
C -3.617 0.656 2.659
C -2.834 -0.798 4.573
C 1.177 3.105 3.365
C 2.344 2.314 3.961
C 1.107 2.897 1.849
H -2.365 -4.069 3.665
H -0.805 -3.258 3.819
H -0.885 -5.019 3.904
H -1.669 -5.120 1.569
H -1.585 -2.089 1.657
H -2.923 -3.172 1.326
H -1.625 -2.984 0.138
H -0.034 -6.560 1.940
H 2.256 -7.310 1.393
H 3.898 -5.646 0.551
H 4.453 -3.696 -0.129
H 2.361 -1.671 -1.031
H 2.814 -3.128 -1.911
H 4.013 -1.854 -1.636
H 3.342 -1.297 1.391
H 4.951 -1.453 0.683
H 4.468 -2.487 2.037
H 0.426 -0.377 1.413
H 1.974 -3.209 3.348
H 2.151 -3.189 5.804
H 1.069 -1.327 7.072
H -0.117 0.460 5.923
H -0.087 4.901 4.829
H -2.344 4.834 5.842
H -3.753 2.825 5.509
H -4.153 0.854 4.720
H -2.701 0.526 2.084
H -4.032 1.630 2.396
H -4.329 -0.123 2.377
H -2.085 -1.211 3.902
H -3.707 -1.458 4.550
H -2.419 -0.813 5.584
H 1.413 4.164 3.523
H 2.285 1.256 3.710
H 2.370 2.397 5.049
H 3.289 2.699 3.564
H 0.974 1.839 1.622
H 2.034 3.239 1.378
H 0.274 3.450 1.414
O -4.064 -0.693 -1.240
H -4.125 0.257 -1.075
H -3.288 -0.804 -1.807
O -0.580 -2.244 -1.894
H 0.128 -2.174 -1.240
H -0.630 -1.329 -2.306
C 2.635 1.053 -3.217
C 1.781 0.503 -4.371
C 1.861 -1.029 -4.256
C 2.438 0.930 -5.687
P -0.029 1.044 -4.036
N -0.679 0.299 -2.860
C -0.999 0.778 -5.673
C -0.733 1.711 -6.856
C -0.740 -0.667 -6.127
C -2.496 0.835 -5.325
C 0.022 2.951 -3.745
C 0.452 3.194 -2.283
C 0.886 3.830 -4.654
C -1.432 3.449 -3.832
H 3.610 0.555 -3.228
H 2.169 0.856 -2.250
H 2.815 2.123 -3.308
H 2.889 -1.314 -4.005
H 1.606 -1.530 -5.189
H 1.204 -1.412 -3.474
H 3.492 0.621 -5.670
H 2.418 2.005 -5.848
H 1.983 0.449 -6.551
H 0.313 1.727 -7.160
H -1.043 2.735 -6.656
H -1.317 1.363 -7.719
H 0.239 -0.793 -6.586
H -1.490 -0.940 -6.878
H -0.828 -1.367 -5.294
H -2.879 1.853 -5.287
H -2.675 0.364 -4.357
H -3.065 0.296 -6.091
H 1.530 3.278 -2.160
H 0.108 2.361 -1.683
H -0.006 4.109 -1.899
H 1.952 3.671 -4.488
H 0.681 4.883 -4.422
H 0.683 3.686 -5.713
H -2.120 2.793 -3.297
H -1.775 3.540 -4.863
H -1.507 4.436 -3.369